ORCA calculation (ωB97M-V/def2-TZVPD) on a molecular structure, C43H43CsN12O2 at a distorted geometry.

Positions of all 101 atoms, in Å:
Cs  0.362  0.055  1.703
O  0.031  2.020  6.228
C  -0.150  1.904  4.995
N  -0.814  0.995  4.306
C  -1.661  0.108  4.980
C  -2.382  0.475  6.128
C  -3.364  -0.332  6.680
C  -3.665  -1.555  6.096
C  -2.953  -1.948  4.973
C  -1.935  -1.168  4.418
N  -1.326  -1.601  3.230
C  -0.220  -2.302  3.206
O  0.378  -2.618  2.148
C  0.505  -2.635  4.500
C  -0.057  -3.457  5.478
C  0.658  -3.714  6.632
C  1.907  -3.132  6.788
C  2.379  -2.324  5.766
N  1.712  -2.084  4.642
C  0.471  3.029  4.151
C  0.962  4.148  4.829
C  1.475  5.209  4.107
C  1.507  5.130  2.721
C  1.019  3.975  2.130
N  0.507  2.959  2.819
H  -2.151  1.429  6.581
H  -3.901  0.004  7.561
H  -4.443  -2.192  6.503
H  -3.177  -2.890  4.481
H  -1.044  -3.866  5.324
H  0.240  -4.347  7.406
H  2.500  -3.286  7.681
H  3.347  -1.840  5.857
H  0.917  4.139  5.908
H  1.848  6.090  4.618
H  1.902  5.931  2.110
H  1.039  3.852  1.050
C  -2.105  6.467  -1.768
C  -1.751  5.072  -2.210
C  -2.638  4.274  -2.932
C  -2.340  2.977  -3.296
C  -1.103  2.346  -2.963
N  -0.783  1.080  -3.222
C  -1.508  0.350  -4.128
C  -1.638  0.715  -5.480
C  -2.226  -0.112  -6.420
C  -2.734  -1.359  -6.068
C  -3.360  -2.277  -7.086
C  -2.651  -1.730  -4.731
C  -2.070  -0.901  -3.783
N  -2.044  -1.347  -2.434
C  -2.278  -0.616  -1.316
C  -2.242  -1.481  -0.249
C  -1.948  -2.729  -0.830
N  -1.856  -2.654  -2.148
C  -0.207  3.194  -2.241
C  -0.534  4.487  -1.878
N  1.118  2.751  -1.927
C  2.251  3.355  -2.350
C  3.309  2.692  -1.772
C  2.703  1.674  -1.014
N  1.381  1.717  -1.115
H  -2.973  6.837  -2.318
H  -1.284  7.169  -1.939
H  -2.350  6.513  -0.702
H  -3.606  4.682  -3.211
H  -3.072  2.404  -3.852
H  -1.220  1.669  -5.783
H  -2.279  0.212  -7.456
H  -3.362  -1.815  -8.075
H  -4.395  -2.518  -6.830
H  -2.818  -3.223  -7.163
H  -3.041  -2.684  -4.396
H  -2.434  0.447  -1.382
H  -2.364  -1.264  0.801
H  -1.787  -3.670  -0.330
H  0.201  5.051  -1.309
H  2.196  4.193  -3.024
H  4.359  2.898  -1.892
H  3.169  0.900  -0.425
C  4.472  -3.616  -0.314
N  3.817  -3.482  -1.599
C  4.704  -3.693  -2.723
C  2.883  -2.442  -1.690
N  2.769  -1.615  -0.724
N  2.177  -2.412  -2.890
C  1.386  -1.213  -3.123
C  1.500  -3.634  -3.310
H  4.962  -4.592  -0.272
H  3.735  -3.536  0.480
H  5.226  -2.833  -0.151
H  5.535  -2.970  -2.729
H  4.163  -3.593  -3.660
H  5.130  -4.697  -2.665
H  1.927  -1.058  -0.846
H  0.533  -1.113  -2.445
H  0.995  -1.244  -4.140
H  2.000  -0.322  -3.006
H  2.054  -4.504  -2.965
H  1.438  -3.662  -4.402
H  0.481  -3.674  -2.911

As for the LUMO energy: 3.8 eV. As for the total energy: -2492.15376 Ha. The molar mass is 892.80 g/mol. The value obtained for the energy above the lowest of the compared OMol25 structures with the same formula, charge and spin is 0.776 eV. As for the frontier orbital gap: 0.2095 Ha. As for the total charge: -2.


ORCA calculation (ωB97M-V/def2-TZVPD) on a molecular structure, C27H47AsN5SSbSi3Ti.

Positions of all 86 atoms, in Å:
Ti  -0.160  -0.019  -0.058
C  1.486  -2.127  -1.825
Sb  2.657  -0.294  -1.745
C  1.851  0.088  0.277
C  2.316  -1.069  1.080
C  1.657  -1.427  2.267
C  2.156  -2.464  3.034
C  3.283  -3.145  2.593
C  3.857  -2.746  1.396
N  3.398  -1.740  0.659
Si  2.437  1.693  1.121
C  4.296  1.865  0.856
C  1.410  3.139  0.480
C  2.191  1.612  2.984
C  1.454  0.872  -3.265
C  0.098  1.406  -2.963
C  -0.597  2.136  -3.939
C  -1.871  2.611  -3.720
C  -2.486  2.368  -2.495
C  -1.772  1.655  -1.567
N  -0.525  1.175  -1.785
Si  2.688  2.250  -3.848
C  2.015  3.442  -5.146
C  4.217  1.446  -4.596
C  3.216  3.371  -2.437
Si  1.216  -0.364  -4.734
C  1.086  0.431  -6.440
C  -0.438  -1.250  -4.476
C  2.655  -1.573  -4.945
H  1.944  -2.791  -1.096
H  1.548  -2.582  -2.813
H  0.427  -1.992  -1.583
H  0.798  -0.855  2.607
H  1.675  -2.730  3.966
H  3.714  -3.954  3.163
H  4.737  -3.249  1.011
H  4.645  1.697  -0.161
H  4.806  1.133  1.486
H  4.633  2.853  1.170
H  1.147  3.062  -0.576
H  1.945  4.078  0.619
H  0.480  3.199  1.049
H  2.805  0.848  3.459
H  1.154  1.455  3.275
H  2.497  2.575  3.399
H  -0.117  2.321  -4.884
H  -2.381  3.169  -4.494
H  -3.478  2.726  -2.267
H  -2.194  1.455  -0.583
H  1.629  2.984  -6.059
H  2.864  4.064  -5.437
H  1.259  4.114  -4.742
H  4.035  1.043  -5.592
H  4.660  0.662  -3.983
H  4.964  2.234  -4.706
H  2.425  4.070  -2.167
H  4.059  3.968  -2.790
H  3.540  2.864  -1.532
H  0.243  1.106  -6.571
H  0.934  -0.394  -7.140
H  1.996  0.945  -6.750
H  -1.249  -0.640  -4.877
H  -0.685  -1.465  -3.436
H  -0.445  -2.190  -5.029
H  3.475  -1.092  -5.477
H  2.290  -2.374  -5.592
H  3.081  -2.044  -4.058
C  -1.024  -4.531  -1.946
As  -1.507  -3.853  -0.204
C  -3.137  -4.743  0.295
C  -0.151  -4.370  1.057
S  -1.960  -1.765  -0.188
H  -1.045  -5.619  -1.910
H  -0.028  -4.188  -2.217
H  -1.749  -4.170  -2.675
H  -2.993  -5.822  0.259
H  -3.922  -4.448  -0.399
H  -3.411  -4.435  1.304
H  -0.103  -5.458  1.097
H  -0.421  -3.972  2.035
H  0.815  -3.963  0.757
N  -0.999  0.825  1.539
C  -1.514  0.843  2.603
N  -2.086  0.906  3.717
C  -2.038  -0.138  4.540
N  -2.014  -1.027  5.273

As for the LUMO energy (alpha / beta): -3.0 / -2.9 eV. As for the spin multiplicity: 2. As for the total energy: -5922.88224 Ha. The molar mass is 802.58 g/mol. As for the frontier orbital gap (alpha / beta): 0.2873 / 0.2916 Ha. As for the total charge: +1.


ORCA calculation (ωB97M-V/def2-TZVPD) on 3 unconnected molecules or ions with the total composition C2H10NO2S at a distorted geometry.

Positions of all 16 atoms, in Å:
C  0.528  -0.366  -0.881
C  -0.234  0.656  0.083
S  0.349  0.843  1.646
N  1.931  -0.451  -0.740
H  -0.084  -1.339  -0.720
H  0.065  -0.193  -2.017
H  -0.132  1.520  -0.568
H  -1.343  0.602  0.117
H  2.144  0.233  -0.070
H  2.296  -1.324  -0.240
H  -1.951  -1.829  2.743
H  -1.345  -0.529  3.159
O  -2.078  -1.124  3.377
H  -0.018  0.039  -3.744
H  -0.449  0.785  -4.996
O  -0.426  -0.130  -4.631

As for the LUMO energy (alpha / beta): 0.5 / -2.6 eV. As for the spin multiplicity: 2. As for the total energy: -685.51475 Ha. The molar mass is 112.17 g/mol. The value obtained for the energy above the lowest of the compared OMol25 structures with the same formula, charge and spin is 1.466 eV. As for the frontier orbital gap (alpha / beta): 0.3826 / 0.2556 Ha.


ORCA calculation (ωB97M-V/def2-TZVPD) on a single C12H13NO2 molecule at a distorted geometry.

Positions of all 28 atoms, in Å:
C  -2.345  0.176  -0.937
C  -2.474  -1.148  1.078
C  -3.691  -0.083  -1.068
C  -3.845  -1.391  0.800
C  -0.023  1.463  0.386
C  -2.124  2.579  0.216
C  1.378  1.878  0.197
C  2.259  0.821  -0.442
C  2.002  -0.666  0.023
C  0.570  -0.903  -0.305
C  -0.348  -0.017  0.672
C  -1.688  -0.373  0.289
N  -0.925  2.434  0.180
O  -3.226  2.916  0.063
O  -4.448  -0.908  -0.322
H  -1.730  0.798  -1.563
H  -2.196  -1.379  2.064
H  -4.304  0.170  -1.920
H  -4.456  -1.920  1.456
H  1.648  2.814  -0.331
H  1.823  1.956  1.238
H  2.072  1.037  -1.433
H  3.362  1.091  -0.459
H  2.490  -1.434  -0.481
H  2.077  -0.791  1.156
H  0.420  -0.573  -1.306
H  0.243  -1.946  -0.259
H  -0.011  -0.166  1.814

As for the LUMO energy (alpha / beta): 0.4 / 0.6 eV. As for the total energy: -670.13025 Ha. The molar mass is 203.24 g/mol. The value obtained for the energy above the lowest of the compared OMol25 structures with the same formula, charge and spin is 6.129 eV. As for the frontier orbital gap (alpha / beta): 0.2381 / 0.2687 Ha.